No. 1
C36H88B3FIN6O20S5 | ωB97M-V with the def2-TZVPD basis set

XYZ file:
```
160
C36H88B3FIN6O20S5, DFT ωB97M-V with the def2-TZVPD basis set
C 0.080 -2.510 -4.246
C -1.274 -2.268 -3.562
C -1.186 -2.338 -2.015
C -0.904 -0.936 -1.502
N -0.587 -0.872 -0.060
B -1.037 -2.042 0.821
O -0.261 -3.131 1.025
O -2.276 -1.888 1.315
C -2.819 -2.924 2.158
C -2.296 -2.828 3.576
C 0.058 0.145 0.422
N 0.390 1.284 -0.213
C -0.458 2.069 -1.085
C -1.921 2.115 -0.628
C -2.811 2.782 -1.660
C -2.476 4.260 -1.884
N -2.282 4.980 -0.611
C 1.815 1.610 0.093
C 2.008 3.103 0.314
C 2.199 4.014 -0.911
N 3.543 4.592 -0.883
C 2.526 0.992 -1.146
C 4.027 1.219 -1.407
C 4.772 -0.114 -1.689
I 4.306 2.377 -3.227
C 1.958 0.758 1.437
B 2.972 -0.502 1.306
O 2.503 -1.807 1.366
O 4.302 -0.284 1.155
C 2.462 1.467 2.706
F 3.759 1.932 2.471
C 2.513 0.563 3.939
C 2.318 1.401 5.225
N 0.604 0.151 1.736
B -0.375 0.975 2.525
N -1.520 0.302 3.117
O -0.165 2.315 2.721
H 0.790 -2.998 -3.581
H -0.028 -3.154 -5.113
H 0.537 -1.576 -4.568
H -1.725 -1.325 -3.868
H -1.971 -3.047 -3.868
H -2.142 -2.711 -1.650
H -0.382 -3.029 -1.781
H -1.742 -0.296 -1.767
H -0.028 -0.565 -2.038
H 0.462 -3.190 0.400
H -2.666 -3.914 1.735
H -3.894 -2.756 2.178
H -2.798 -2.016 4.094
H -1.219 -2.681 3.610
H -2.523 -3.739 4.122
H -0.117 3.097 -1.135
H -0.434 1.702 -2.119
H -1.950 2.752 0.259
H -2.296 1.143 -0.313
H -3.839 2.711 -1.300
H -2.788 2.271 -2.625
H -3.279 4.747 -2.429
H -1.560 4.323 -2.476
H -1.306 5.163 -0.437
H -2.770 5.861 -0.607
H 2.853 3.288 0.969
H 1.124 3.434 0.858
H 1.453 4.820 -0.833
H 2.008 3.529 -1.864
H 3.702 5.114 -1.735
H 3.559 5.288 -0.147
H 1.993 1.434 -1.987
H 2.279 -0.072 -1.192
H 4.513 1.775 -0.616
H 5.762 -0.056 -1.235
H 4.257 -0.954 -1.236
H 4.934 -0.272 -2.747
H 2.798 -2.259 2.156
H 4.753 -1.094 0.909
H 1.885 2.355 2.939
H 1.711 -0.171 3.909
H 3.498 0.106 3.999
H 1.258 1.540 5.426
H 2.808 2.365 5.107
H 2.768 0.887 6.069
H -1.749 0.743 4.002
H -2.331 0.254 2.515
H -0.996 2.703 2.998
O 3.359 -1.521 -7.836
S 3.732 -0.152 -8.029
O 3.434 0.504 -9.262
O 5.278 0.007 -7.703
C 6.199 -0.885 -8.375
C 6.459 -0.480 -9.810
C 3.125 0.818 -6.693
H 5.825 -1.908 -8.306
H 7.114 -0.829 -7.790
H 5.571 -0.607 -10.427
H 7.257 -1.094 -10.227
H 6.754 0.568 -9.865
H 3.391 0.334 -5.758
H 2.044 0.870 -6.805
H 3.559 1.812 -6.754
O -4.085 -5.514 4.837
S -5.379 -5.963 5.261
O -6.309 -5.021 5.799
O -5.192 -7.168 6.273
C -4.306 -6.972 7.401
C -4.940 -6.149 8.502
C -6.152 -6.874 3.971
H -3.372 -6.529 7.053
H -4.082 -7.976 7.754
H -5.098 -5.118 8.189
H -4.293 -6.146 9.379
H -5.909 -6.562 8.780
H -5.449 -7.610 3.592
H -6.417 -6.160 3.193
H -7.044 -7.348 4.368
O -3.176 -5.989 -4.864
S -2.815 -6.782 -6.004
O -3.568 -7.948 -6.334
O -1.275 -7.157 -5.892
C -0.824 -7.779 -4.669
C -1.186 -9.248 -4.595
C -2.694 -5.752 -7.425
H -1.217 -7.226 -3.814
H 0.257 -7.653 -4.675
H -2.263 -9.389 -4.508
H -0.709 -9.703 -3.727
H -0.856 -9.768 -5.494
H -2.090 -4.883 -7.180
H -3.707 -5.454 -7.686
H -2.248 -6.326 -8.232
O -2.231 1.749 6.284
S -1.678 1.579 7.600
O -0.832 0.461 7.872
O -2.856 1.634 8.653
C -3.989 0.752 8.451
C -3.693 -0.676 8.859
C -0.865 3.059 8.091
H -4.315 0.816 7.413
H -4.778 1.172 9.070
H -2.961 -1.137 8.197
H -4.609 -1.266 8.820
H -3.293 -0.710 9.872
H -1.528 3.901 7.909
H 0.036 3.143 7.488
H -0.610 2.980 9.144
O 2.803 7.456 -1.675
S 1.766 8.369 -2.061
O 1.681 8.814 -3.414
O 1.794 9.613 -1.084
C 3.058 10.304 -0.905
C 3.392 11.211 -2.070
C 0.200 7.736 -1.563
H 3.846 9.572 -0.724
H 2.929 10.882 0.007
H 3.602 10.641 -2.973
H 4.271 11.808 -1.830
H 2.559 11.880 -2.286
H 0.261 7.433 -0.521
H -0.015 6.882 -2.204
H -0.548 8.511 -1.704
```

The total energy is -5720.9401 Ha. For the orbital gap, the calculation gives 8.87 eV. The highest occupied orbital energy is -10.893 eV. As for the total charge: +1.

---

No. 2
C2H9NPS | ωB97M-V with the def2-TZVPD basis set

XYZ file:
```
14
C2H9NPS, DFT ωB97M-V with the def2-TZVPD basis set
C 2.682 2.604 0.621
C 1.380 2.293 0.503
N 0.467 3.095 -0.032
P -2.217 -0.192 1.957
S -0.868 -4.840 -2.580
H 2.968 3.506 0.261
H 3.369 1.877 1.049
H 1.035 1.346 0.745
H -0.440 2.763 -0.323
H -2.184 -4.677 -2.682
H 0.497 4.063 -0.242
H -3.497 -0.618 2.493
H -2.042 0.309 3.230
H -0.712 -3.640 -1.954
```

The total energy is -875.4793 Ha. For the orbital gap (spin up / spin down), the calculation gives 7.23 / 3.48 eV. The value obtained for the relative energy (zero: lowest compared OMol25 entry of this formula, charge and spin) is 93.6 kcal/mol. The highest occupied orbital energy (spin up / spin down) is -11.509 / -11.509 eV. As for the total charge: +1.

---

No. 3
C3H4F2O | ωB97M-V with the def2-TZVPD basis set

XYZ file:
```
10
C3H4F2O, DFT ωB97M-V with the def2-TZVPD basis set
C -0.287 0.564 1.489
O -0.563 0.305 0.151
C 0.544 -0.054 -0.645
C 0.150 -0.757 -1.660
F -1.153 -0.804 -1.826
F 0.955 -1.151 -2.587
H -0.120 -0.465 1.836
H 0.671 1.143 1.970
H -1.562 0.793 1.769
H 1.365 0.425 -0.496
```

The total energy is -391.5356 Ha. For the orbital gap, the calculation gives 9.74 eV. The value obtained for the relative energy (zero: lowest compared OMol25 entry of this formula, charge and spin) is 86.1 kcal/mol. The highest occupied orbital energy is -8.872 eV. Its SMILES is COC=C(F)F. As for the total charge: 0.

---

No. 4
C51H87N11O3 | ωB97M-V with the def2-TZVPD basis set

XYZ file:
```
152
C51H87N11O3, DFT ωB97M-V with the def2-TZVPD basis set
C -1.149 2.331 -3.580
C -0.853 1.950 -5.052
C -1.743 0.839 -5.642
C -1.006 -0.333 -6.296
C 0.162 -0.916 -5.467
C 1.504 -0.778 -6.104
C 2.398 -1.751 -6.320
C 2.292 -3.229 -6.062
N 3.451 -3.826 -5.427
C 3.533 -3.520 -3.992
C 3.621 -1.100 -6.896
O 4.786 -1.321 -6.753
O 3.107 -0.018 -7.617
C 2.123 0.457 -6.724
O 1.963 1.621 -6.538
H -0.839 3.366 -3.466
H -0.500 1.724 -2.956
H -2.190 2.204 -3.307
H 0.197 1.690 -5.080
H -0.949 2.830 -5.683
H -2.339 1.303 -6.428
H -2.473 0.447 -4.939
H -1.727 -1.139 -6.414
H -0.649 -0.109 -7.300
H 0.014 -1.962 -5.231
H 0.196 -0.417 -4.497
H 1.401 -3.452 -5.483
H 2.141 -3.717 -7.027
H 4.294 -3.539 -5.902
H 2.883 -2.702 -3.676
H 3.222 -4.394 -3.444
H 4.560 -3.316 -3.706
C 1.430 -7.020 0.959
C 1.831 -7.523 -0.422
C 3.142 -6.905 -0.919
C 3.017 -5.448 -1.014
N 2.898 -4.310 -1.080
H 1.254 -5.943 0.956
H 0.507 -7.503 1.286
H 2.204 -7.235 1.700
H 1.032 -7.302 -1.130
H 1.940 -8.608 -0.396
H 3.399 -7.296 -1.905
H 3.964 -7.139 -0.241
C 9.936 -2.959 -7.869
C 8.777 -2.613 -8.797
C 7.420 -2.620 -8.086
C 7.126 -3.947 -7.533
N 6.908 -4.987 -7.104
H 9.836 -3.969 -7.467
H 10.883 -2.913 -8.406
H 9.988 -2.262 -7.031
H 8.758 -3.322 -9.628
H 8.941 -1.622 -9.225
H 6.624 -2.353 -8.781
H 7.407 -1.896 -7.272
C 1.929 3.028 0.393
C 1.248 4.382 0.231
C -0.187 4.391 0.770
C -1.014 3.421 0.046
N -1.658 2.670 -0.530
H 1.413 2.252 -0.174
H 2.955 3.071 0.027
H 1.955 2.725 1.441
H 1.244 4.662 -0.825
H 1.825 5.142 0.762
H -0.633 5.380 0.651
H -0.199 4.139 1.833
C -4.091 -6.361 1.471
C -2.685 -5.799 1.643
C -1.947 -5.612 0.315
C -1.801 -6.895 -0.384
N -1.698 -7.898 -0.931
H -4.070 -7.354 1.019
H -4.585 -6.453 2.438
H -4.700 -5.710 0.840
H -2.108 -6.468 2.285
H -2.742 -4.835 2.152
H -0.953 -5.200 0.490
H -2.485 -4.924 -0.338
C -3.369 1.573 2.900
C -3.251 1.112 4.345
C -2.508 2.135 5.210
C -1.143 2.344 4.704
N -0.077 2.495 4.312
H -2.390 1.687 2.431
H -3.924 0.841 2.312
H -3.890 2.527 2.835
H -2.732 0.152 4.384
H -4.247 0.948 4.760
H -2.443 1.794 6.243
H -3.030 3.093 5.200
C -3.895 6.462 -0.573
C -5.151 6.784 0.226
C -4.861 7.070 1.704
C -4.246 5.908 2.361
N -3.772 4.998 2.872
H -3.411 5.557 -0.199
H -4.138 6.291 -1.622
H -3.175 7.281 -0.524
H -5.852 5.950 0.149
H -5.643 7.656 -0.206
H -5.783 7.308 2.234
H -4.187 7.921 1.808
C -1.905 8.220 7.323
C -2.597 6.964 6.804
C -3.099 7.107 5.362
C -4.084 8.189 5.257
N -4.855 9.033 5.168
H -2.586 9.071 7.353
H -1.539 8.064 8.336
H -1.054 8.489 6.696
H -3.436 6.718 7.458
H -1.899 6.125 6.846
H -3.571 6.185 5.029
H -2.271 7.322 4.686
C -5.923 -0.575 -1.046
C -4.559 0.068 -0.820
C -3.854 0.458 -2.125
C -3.626 -0.731 -2.950
N -3.452 -1.663 -3.595
H -5.838 -1.508 -1.604
H -6.398 -0.807 -0.092
H -6.587 0.094 -1.598
H -3.926 -0.622 -0.259
H -4.680 0.964 -0.208
H -2.893 0.921 -1.911
H -4.457 1.173 -2.689
C 3.031 8.457 7.163
C 3.354 8.884 8.591
C 2.151 8.768 9.533
C 1.048 9.623 9.082
N 0.186 10.284 8.718
H 2.266 9.095 6.720
H 3.919 8.526 6.534
H 2.676 7.425 7.133
H 3.715 9.914 8.587
H 4.163 8.263 8.979
H 2.428 9.067 10.544
H 1.796 7.737 9.573
C 1.285 -11.199 2.135
C 1.608 -10.688 3.534
C 0.388 -10.675 4.462
C -0.659 -9.799 3.927
N -1.479 -9.127 3.492
H 0.559 -10.556 1.632
H 2.184 -11.220 1.519
H 0.877 -12.210 2.170
H 2.022 -9.680 3.464
H 2.379 -11.319 3.981
H 0.666 -10.316 5.453
H -0.023 -11.679 4.571
```

The total energy is -2823.4375 Ha. For the orbital gap, the calculation gives 8.65 eV. The highest occupied orbital energy is -8.524 eV. Its SMILES is CCCCCC1=C(CNC)C(=O)OC1=O.CCCC#N.CCCC#N.CCCC#N.CCCC#N.CCCC#N.CCCC#N.CCCC#N.CCCC#N.CCCC#N.CCCC#N. As for the total charge: 0.

---

No. 5
C11H18O3 | ωB97M-V with the def2-TZVPD basis set

XYZ file:
```
32
C11H18O3, DFT ωB97M-V with the def2-TZVPD basis set
C 2.259 -0.711 0.370
C 1.036 -0.408 1.260
C 0.214 -1.706 1.161
C 1.464 -0.364 2.710
C 0.192 0.835 0.897
O -0.777 1.075 1.546
C 0.590 1.789 -0.216
O -0.301 2.844 -0.292
H 3.053 -1.246 0.819
H 2.745 0.228 0.148
H 2.091 -1.210 -0.564
H 0.992 -2.599 1.351
H -0.538 -1.710 1.891
H -0.243 -1.833 0.238
H 0.582 -0.190 3.483
H 2.087 0.393 2.927
H 1.939 -1.409 2.886
H 0.617 1.318 -1.128
H 1.686 2.097 -0.019
H -1.070 2.558 0.230
C -2.043 1.246 -2.177
C -1.492 -0.010 -1.640
C -0.527 -0.777 -2.488
C -1.932 -0.693 -0.583
C -2.534 -0.692 0.558
O -3.075 -1.109 1.536
H -2.697 1.680 -1.543
H -1.181 1.982 -2.073
H -2.419 1.307 -3.197
H -0.566 -0.594 -3.501
H 0.413 -0.249 -2.133
H -0.564 -1.841 -2.458
```

The total energy is -655.4980 Ha. For the orbital gap, the calculation gives 8.34 eV. The value obtained for the relative energy (zero: lowest compared OMol25 entry of this formula, charge and spin) is 67.5 kcal/mol. The highest occupied orbital energy is -8.581 eV. Its SMILES is CC(C)(C)C(=O)CO.CC(C)=C=C=O. As for the total charge: 0.

---

No. 6
C18H39NO9 | ωB97M-V with the def2-TZVPD basis set

XYZ file:
```
67
C18H39NO9, DFT ωB97M-V with the def2-TZVPD basis set
C -4.027 -5.468 -0.150
O -5.043 -4.633 0.373
C -6.133 -4.490 -0.500
C -6.047 -3.327 -1.482
O -5.867 -3.868 -2.819
C -5.105 -3.023 -3.556
O -5.299 -2.750 -4.646
C -4.017 -2.544 -2.593
C -4.913 -2.273 -1.404
N -4.283 -1.880 -0.149
H -3.721 -5.141 -1.139
H -3.188 -5.393 0.525
H -4.349 -6.507 -0.138
H -7.065 -4.427 0.040
H -6.211 -5.395 -1.100
H -7.005 -2.832 -1.556
H -3.360 -3.385 -2.404
H -3.528 -1.657 -2.932
H -5.425 -1.360 -1.721
H -4.967 -1.951 0.593
H -3.568 -2.574 0.041
C -1.091 -0.378 1.768
O -0.131 -0.917 0.886
C 0.831 0.040 0.467
C 2.165 -0.616 0.187
O 2.913 -0.945 1.353
C 2.463 -2.034 2.148
C 2.688 -3.396 1.525
O 1.728 -3.666 0.515
C 2.226 -4.507 -0.501
H -1.719 0.360 1.257
H -1.719 -1.197 2.116
H -0.611 0.082 2.640
H 0.962 0.818 1.227
H 0.459 0.507 -0.454
H 2.781 0.114 -0.344
H 2.053 -1.481 -0.468
H 1.423 -1.902 2.448
H 3.072 -1.987 3.054
H 2.584 -4.164 2.305
H 3.703 -3.440 1.116
H 3.127 -4.080 -0.956
H 1.459 -4.589 -1.270
H 2.449 -5.507 -0.111
C 4.318 5.359 -2.511
O 3.488 5.708 -1.426
C 2.148 5.272 -1.595
C 1.496 4.975 -0.261
O 1.888 3.738 0.321
C 3.206 3.639 0.849
C 3.426 4.419 2.128
O 3.575 5.805 1.866
C 3.123 6.614 2.928
H 4.023 5.892 -3.422
H 5.338 5.639 -2.252
H 4.293 4.278 -2.694
H 2.110 4.375 -2.223
H 1.592 6.077 -2.094
H 0.423 4.872 -0.439
H 1.629 5.801 0.438
H 3.954 3.892 0.097
H 3.332 2.580 1.088
H 4.349 4.063 2.606
H 2.584 4.240 2.806
H 2.076 6.397 3.168
H 3.193 7.653 2.608
H 3.742 6.474 3.822
```

The total energy is -1440.9871 Ha. For the orbital gap, the calculation gives 9.79 eV. The highest occupied orbital energy is -9.145 eV. Its SMILES is COC[C@@H]1OC(=O)C[C@@H]1N.COCCOCCOC.COCCOCCOC. As for the total charge: 0.

---

No. 7
C4H4N2O | ωB97M-V with the def2-TZVPD basis set

XYZ file:
```
11
C4H4N2O, DFT ωB97M-V with the def2-TZVPD basis set
N -0.807 -2.367 0.260
C -1.159 -1.565 -0.578
C -1.885 -0.513 -0.833
O -2.117 0.388 -1.525
H -1.387 -2.303 1.097
C 1.762 1.084 0.151
C 0.327 0.991 0.357
N -0.771 0.868 0.650
H 2.087 1.219 1.156
H 2.078 0.177 -0.391
H 1.872 2.021 -0.344
```

The total energy is -339.4315 Ha. For the orbital gap, the calculation gives 7.82 eV. The value obtained for the relative energy (zero: lowest compared OMol25 entry of this formula, charge and spin) is 94.2 kcal/mol. The highest occupied orbital energy is -8.174 eV. Its SMILES is N=C=C=O.CC#N. As for the total charge: 0.